A structure of composition C31H32ClF6N3O7S5Tc in a non-equilibrium geometry. Source: the Open Molecules 2025 dataset; level of theory: the ωB97M-V functional and the def2-TZVPD basis.

The calculation puts the frontier orbital gap (alpha / beta) at 7.0 / 3.8 eV. The energy relative to the best compared isomer or geometry (same formula, charge and spin) is 299.5 kJ/mol. Its expectation value of S² is 3.778.

Structure (ORCA input):
```
! wB97M-V def2-TZVPD RIJCOSX def2/J DEFGRID3
* xyz 2 4
Tc 0.55 0.62 2.00
Cl 0.81 -7.59 0.90
S 1.03 0.52 4.73
S 3.44 1.12 3.59
S -1.74 0.17 1.78
S 4.65 -4.94 -0.45
S 0.29 2.54 0.76
F -0.91 0.48 6.43
F 4.33 -1.32 3.82
F 5.72 0.21 4.59
F 0.93 -0.58 7.02
F 0.91 1.62 6.95
F 5.45 -0.06 2.50
O 1.13 -2.43 -2.14
O 2.60 0.95 2.35
O 0.36 1.67 3.98
O 4.13 2.39 3.61
O 0.76 -0.70 3.98
O 1.29 -0.34 0.46
O -0.32 -0.05 -1.24
N -3.37 1.53 0.22
N -1.67 3.39 -0.69
N 2.53 0.84 4.86
C 1.50 -3.67 -0.04
C -3.88 2.86 -0.19
C 1.15 -3.62 -1.40
C 4.83 -0.10 3.65
C 1.03 -6.06 0.05
C -4.39 0.44 0.20
C -0.67 8.23 0.53
C -3.69 -0.80 -1.87
C 0.55 -4.69 -3.54
C -1.19 8.02 -0.76
C 1.71 -1.29 -1.75
C -2.17 1.42 0.71
C -5.30 -1.36 -3.58
C -4.01 -1.40 -3.09
C 0.07 7.19 1.13
C -0.64 4.29 -1.34
C -5.99 0.07 -1.77
C -3.00 3.46 -1.18
C 0.82 -4.80 -2.10
C 5.24 -6.50 -1.14
C -0.57 5.65 -0.67
C -1.17 6.77 -1.33
C -1.28 2.55 0.21
C -6.29 -0.56 -3.01
C 0.77 -6.02 -1.26
C 0.06 5.89 0.56
C 0.75 -0.47 -0.82
C -4.71 -0.05 -1.16
C 5.88 -3.82 -1.02
C 1.40 -4.89 0.65
C 0.37 0.50 6.45
H 6.16 -6.67 -0.70
H 0.32 3.76 -1.15
H -7.23 -0.50 -3.56
H 1.62 -0.61 -2.56
H -6.76 0.55 -1.24
H -0.65 9.19 1.06
H -5.28 0.78 0.79
H -4.78 2.54 -0.66
H -0.50 -4.41 -3.60
H 1.67 -4.91 1.69
H -0.88 4.38 -2.41
H -5.55 -1.95 -4.47
H -1.75 6.47 -2.21
H -3.20 -1.90 -3.66
H -3.10 2.96 -2.13
H -1.70 8.91 -1.20
H -4.06 3.34 0.76
H -4.03 -0.39 0.82
H 5.45 -2.86 -0.77
H -2.69 -0.86 -1.50
H -3.30 4.49 -1.31
H 6.09 -3.84 -2.08
H 6.73 -3.93 -0.44
H 2.73 -1.39 -1.40
H 0.43 5.07 1.09
H 1.10 -3.81 -3.99
H 0.69 -5.57 -4.15
H 1.61 -2.78 0.54
H 5.23 -6.48 -2.22
H 4.53 -7.31 -0.78
H 0.57 7.37 2.04
H 0.43 -6.96 -1.70
*
```

***

A cluster of 8 separate species, C31H32F7NO22 in total in a non-equilibrium geometry. Source: the Open Molecules 2025 dataset; level of theory: the ωB97M-V functional and the def2-TZVPD basis.

The calculation puts the frontier orbital gap at 9.3 eV. As for the SMILES: C#CC[C@@H]1CNC(=O)[C@@H]1CC#C.O=C1OC[C@@H](F)O1.O=C1OC[C@@H](F)O1.O=C1OC[C@@H](F)O1.O=C1OC[C@@H](F)O1.O=C1OC[C@@H](F)O1.O=C1OC[C@@H](F)O1.O=C1OC[C@@H](F)O1.

Structure (ORCA input):
```
! wB97M-V def2-TZVPD RIJCOSX def2/J DEFGRID3
* xyz 0 1
F -4.08 0.92 -7.75
F 2.58 4.92 6.07
F 3.55 0.46 3.42
F -1.71 -3.49 -0.21
F 1.76 11.26 4.51
F -0.19 -5.40 -2.98
F -1.08 -10.84 2.32
O 5.31 2.64 1.46
O 1.45 3.21 2.13
O 1.30 -4.54 1.02
O -0.45 -7.71 3.54
O -2.21 1.76 0.86
O 1.11 -6.80 0.70
O 6.02 1.22 -0.19
O -3.66 3.66 -4.28
O -1.11 -9.74 4.27
O 2.91 7.29 2.92
O -3.45 4.05 -6.53
O 2.74 9.40 3.77
O -4.11 2.01 -5.79
O -2.37 -8.95 -4.52
O 4.87 0.42 1.61
O -0.64 -5.41 0.24
O -1.63 -6.93 -3.76
O -0.43 -8.79 -3.32
O 0.50 4.88 3.36
O 2.42 3.93 4.06
O 0.97 8.48 2.71
O -0.66 -8.09 5.78
N 0.00 2.17 -0.39
C -4.41 2.10 -7.17
C -0.90 -4.10 0.69
C 0.32 -7.69 -2.86
C -0.73 -8.48 4.63
C 0.55 9.72 3.24
C -0.71 -6.62 -2.73
C 4.48 2.45 2.59
C -1.41 -9.66 2.90
C -3.87 -0.08 -1.58
C -3.44 1.33 -2.29
C 0.52 2.16 -1.84
C -1.55 -8.28 -3.92
C -3.73 3.27 -5.44
C -1.51 1.88 -0.27
C 1.46 3.94 3.10
C 2.38 -0.61 -0.80
C 5.45 1.41 0.87
C -0.61 1.13 -2.51
C -0.52 -8.56 2.41
C 2.26 8.30 3.12
C 0.79 5.41 4.64
C 0.63 -5.68 0.66
C -4.51 -1.19 -0.94
C -1.94 1.82 -1.85
C 2.25 5.13 4.77
C 1.08 -0.74 -1.38
C -3.52 3.19 -7.65
C 0.45 -3.46 0.70
C -0.33 -0.49 -2.23
C 1.84 10.43 3.45
C 4.67 1.00 2.89
H 5.53 0.78 3.53
H -3.94 3.72 -8.51
H -1.39 -4.13 1.67
H 0.53 -2.66 1.44
H -0.94 -8.04 1.55
H -4.19 2.21 -2.09
H 0.00 9.54 4.17
H 0.57 6.48 4.68
H 0.36 3.20 -2.42
H -5.19 -2.04 -0.45
H -1.81 2.95 -2.20
H -5.48 2.29 -7.30
H -2.52 2.84 -7.91
H -3.41 1.19 -3.47
H 2.90 5.91 4.35
H 0.60 1.53 0.21
H 1.09 -7.44 -3.60
H 0.81 -7.91 -1.91
H 2.20 10.98 2.57
H 0.19 4.90 5.40
H -1.23 -6.62 -1.76
H -1.21 -0.93 -1.60
H 3.45 2.69 2.33
H 4.80 3.08 3.42
H 3.53 -0.35 -0.58
H -2.48 -9.46 2.77
H 0.48 -8.92 2.16
H 0.73 -3.05 -0.28
H -0.20 -1.06 -3.27
H -0.58 1.14 -3.70
H 1.66 1.92 -2.00
H -0.11 10.24 2.54
*
```

***

A structure of composition C31H33ClN2O2Si2Tm in a non-equilibrium geometry. Source: the Open Molecules 2025 dataset; level of theory: the ωB97M-V functional and the def2-TZVPD basis.

The calculation puts the frontier orbital gap (alpha / beta) at 6.8 / 6.7 eV. The energy relative to the best compared isomer or geometry (same formula, charge and spin) is 123.6 kJ/mol. Its expectation value of S² is 2.003.

Structure (ORCA input):
```
! wB97M-V def2-TZVPD RIJCOSX def2/J DEFGRID3
* xyz 1 3
Tm -0.30 -0.04 4.03
Cl 1.87 0.35 0.49
Si 2.50 0.16 -3.74
Si -0.09 0.04 1.11
O 0.45 1.28 5.61
O 2.17 1.81 6.98
N 1.96 -0.72 4.46
N 2.45 0.14 5.51
C -1.15 1.42 0.49
C -0.76 2.18 -0.63
C 1.87 -1.36 -4.65
C 2.49 -2.61 -4.44
C -0.96 -1.91 5.39
C 1.80 1.67 -4.62
C 1.89 -3.79 -4.91
C -2.37 1.72 1.15
C 0.56 2.10 -4.12
C 1.63 1.08 6.02
C -0.64 -4.00 0.45
C -2.48 -1.04 3.86
C -1.52 -0.71 5.94
C -2.46 -0.17 5.00
C 1.30 2.84 7.58
C 1.68 3.47 -6.28
C -2.87 3.39 -0.56
C 2.35 2.36 -5.74
C -1.84 -1.62 -0.43
C -0.09 3.21 -4.66
C 0.19 -2.50 -6.01
C 0.47 3.91 -5.74
C 0.79 -1.32 -5.56
C 0.71 -3.75 -5.65
C -0.11 -2.77 0.85
C -1.56 -2.11 4.10
C -2.35 -2.86 -0.83
C -3.22 2.70 0.61
C -1.76 -4.05 -0.39
C -1.64 3.13 -1.17
C -0.69 -1.57 0.39
H -0.69 -2.45 -6.66
H -4.17 2.92 1.12
H 0.08 1.54 -3.31
H 3.39 0.06 5.88
H 0.42 -0.36 -5.94
H -2.68 1.19 2.06
H -1.33 3.69 -2.06
H 3.28 2.02 -6.20
H 0.22 -4.67 -5.97
H -3.10 -0.92 2.98
H 2.11 4.00 -7.13
H -1.33 -0.34 6.94
H -1.39 -2.96 3.45
H 2.16 0.10 -2.28
H 2.35 -4.76 -4.69
H 2.09 -1.72 4.70
H 4.01 0.28 -3.78
H -3.04 0.73 5.15
H 1.98 3.27 8.30
H 3.46 -2.66 -3.93
H 0.74 -2.74 1.54
H -0.04 4.78 -6.14
H 0.43 2.37 8.08
H -0.31 -2.60 5.91
H -2.34 -0.69 -0.72
H 0.22 2.01 -1.09
H -3.26 -2.89 -1.45
H -0.20 -4.93 0.84
H -2.19 -5.02 -0.66
H -3.55 4.13 -0.98
H 0.98 3.59 6.84
H 2.48 -0.59 3.56
H -1.04 3.52 -4.24
*
```